Computed, not measured: a cluster of 10 separate species, C43H104F30N3O3P7 in total, with wB97M-V/def2-TZVPD.

The maximum force comes out at 0.0732 hartree/bohr. As for the total energy: -7477.192518 Ha.

Last column: Löwdin charge in e.
Positions of all 190 atoms, in Å:
C: 16.45 0.28 11.46  -0.097
C: 17.31 -0.92 11.88  -0.259
C: 18.12 -1.61 10.72  -0.218
C: 18.92 -2.86 11.15  -0.206
P: 20.58 -3.31 10.36  1.050
C: 21.23 -4.67 11.32  -0.294
C: 21.72 -4.32 12.72  -0.255
C: 22.50 -5.45 13.31  -0.264
C: 23.05 -5.33 14.73  -0.095
C: 21.75 -1.93 10.49  -0.265
C: 23.24 -2.11 10.37  -0.237
C: 24.06 -1.15 11.26  -0.253
C: 25.53 -1.49 11.21  -0.097
C: 20.37 -3.95 8.64  -0.254
C: 19.75 -2.96 7.66  -0.253
C: 19.48 -3.68 6.36  -0.289
C: 19.11 -2.77 5.21  -0.102
H: 15.57 0.12 10.84  0.068
H: 17.07 0.99 10.91  0.057
H: 16.12 0.73 12.39  0.079
H: 16.68 -1.66 12.39  0.110
H: 17.94 -0.63 12.73  0.079
H: 18.58 -0.77 10.19  0.092
H: 17.29 -1.84 10.06  0.100
H: 18.28 -3.72 11.00  0.099
H: 19.12 -2.87 12.22  0.061
H: 21.91 -5.25 10.69  0.107
H: 20.28 -5.17 11.49  0.096
H: 20.85 -3.91 13.24  0.095
H: 22.33 -3.43 12.54  0.090
H: 23.31 -5.76 12.65  0.108
H: 21.81 -6.29 13.29  0.108
H: 23.49 -4.34 14.88  0.076
H: 23.83 -6.05 15.00  0.069
H: 22.18 -5.52 15.35  0.075
H: 21.51 -1.64 11.51  0.079
H: 21.40 -1.30 9.67  0.066
H: 23.58 -1.97 9.34  0.113
H: 23.51 -3.12 10.64  0.097
H: 23.74 -1.17 12.30  0.106
H: 23.76 -0.16 10.91  0.094
H: 26.07 -0.92 11.97  0.071
H: 25.84 -1.34 10.17  0.078
H: 25.75 -2.52 11.47  0.072
H: 19.90 -4.93 8.68  0.101
H: 21.41 -4.13 8.34  0.101
H: 20.47 -2.16 7.48  0.114
H: 18.81 -2.52 7.98  0.111
H: 18.70 -4.42 6.57  0.110
H: 20.29 -4.36 6.09  0.109
H: 18.35 -2.10 5.59  0.074
H: 18.64 -3.26 4.35  0.068
H: 19.91 -2.21 4.71  0.079
C: 18.95 3.96 24.17  -0.105
C: 19.62 4.64 25.38  -0.214
C: 21.18 4.26 25.49  -0.208
C: 22.13 5.26 24.85  -0.284
P: 23.20 4.60 23.62  0.995
C: 23.97 3.05 24.12  -0.262
C: 24.87 3.21 25.30  -0.262
C: 25.59 1.95 25.86  -0.233
C: 24.68 1.04 26.76  -0.083
C: 22.27 4.26 22.13  -0.299
C: 22.95 3.71 20.88  -0.191
C: 21.88 3.61 19.69  -0.211
C: 21.36 4.95 19.16  -0.087
C: 24.49 5.80 23.07  -0.232
C: 23.93 7.04 22.35  -0.241
C: 24.81 8.31 22.34  -0.241
C: 24.96 8.80 23.76  -0.126
H: 17.90 4.20 24.05  0.076
H: 19.02 2.87 24.15  0.080
H: 19.46 4.43 23.33  0.057
H: 19.08 4.30 26.26  0.095
H: 19.40 5.71 25.37  0.102
H: 21.35 3.28 25.07  0.084
H: 21.55 4.07 26.50  0.107
H: 22.79 5.64 25.63  0.105
H: 21.55 6.07 24.40  0.107
H: 24.55 2.72 23.26  0.110
H: 23.15 2.34 24.21  0.103
H: 24.31 3.51 26.18  0.100
H: 25.63 3.98 25.14  0.108
H: 26.48 2.31 26.37  0.102
H: 26.01 1.41 25.02  0.105
H: 24.22 1.63 27.56  0.068
H: 25.20 0.13 27.07  0.072
H: 23.84 0.67 26.18  0.062
H: 21.77 5.19 21.85  0.092
H: 21.46 3.60 22.45  0.092
H: 23.45 2.78 21.15  0.100
H: 23.79 4.30 20.53  0.106
H: 20.99 3.13 20.09  0.102
H: 22.26 3.00 18.87  0.077
H: 22.11 5.74 19.20  0.075
H: 20.58 5.32 19.83  0.061
H: 20.91 4.70 18.20  0.075
H: 25.19 5.33 22.38  0.112
H: 25.00 6.04 24.00  0.070
H: 22.94 7.35 22.70  0.104
H: 23.79 6.80 21.29  0.107
H: 24.51 9.08 21.63  0.119
H: 25.82 8.03 22.05  0.112
H: 25.65 9.64 23.79  0.073
H: 25.42 8.04 24.40  0.062
H: 24.09 9.25 24.23  0.076
C: 24.40 3.90 10.79  -0.042
C: 25.75 4.08 11.52  -0.208
C: 26.25 5.58 11.46  -0.153
O: 25.23 6.48 11.95  -0.190
C: 25.61 7.84 12.01  -0.128
N: 25.50 3.68 13.01  0.240
H: 26.30 3.87 13.60  0.152
H: 24.68 4.09 13.43  0.110
H: 25.34 2.69 13.14  0.141
H: 24.56 4.43 9.85  0.090
H: 23.54 4.44 11.18  0.078
H: 24.14 2.89 10.48  0.064
H: 26.51 3.40 11.12  0.145
H: 26.61 5.87 10.48  0.125
H: 27.13 5.67 12.10  0.117
H: 26.01 8.34 11.13  0.079
H: 26.30 8.02 12.83  0.090
H: 24.78 8.54 12.14  0.079
C: 18.56 4.39 8.72  -0.017
C: 18.03 5.11 10.00  -0.252
C: 18.90 5.09 11.29  -0.135
O: 20.03 5.97 11.17  -0.207
C: 20.92 6.01 12.26  -0.106
N: 17.63 6.53 9.63  0.242
H: 17.05 6.90 10.37  0.173
H: 18.47 7.04 9.40  0.164
H: 17.07 6.49 8.79  0.156
H: 18.68 3.31 8.82  0.085
H: 19.47 4.88 8.37  0.087
H: 17.89 4.49 7.87  0.075
H: 17.15 4.57 10.35  0.147
H: 19.36 4.12 11.47  0.123
H: 18.49 5.57 12.18  0.112
H: 20.58 6.36 13.24  0.078
H: 21.72 6.72 12.06  0.098
H: 21.22 4.99 12.51  0.074
C: 20.19 1.52 12.27  0.027
C: 21.39 2.01 13.07  -0.342
O: 22.36 2.50 12.57  0.130
N: 21.39 1.67 14.56  0.127
H: 20.53 1.18 14.74  0.085
H: 22.15 1.02 14.70  0.107
C: 21.50 2.97 15.45  0.067
H: 19.31 2.04 12.65  0.068
H: 19.95 0.48 12.46  0.066
H: 20.28 1.69 11.19  0.073
H: 22.39 3.53 15.16  0.065
H: 21.68 2.69 16.48  0.086
H: 20.63 3.59 15.24  0.063
P: 17.71 4.19 14.94  0.320
F: 16.98 4.26 13.45  -0.200
F: 16.74 5.39 15.57  -0.180
F: 16.54 3.00 15.19  -0.212
F: 18.47 3.95 16.39  -0.190
F: 18.67 2.96 14.44  -0.204
F: 18.94 5.23 14.62  -0.170
P: 20.22 -1.63 15.24  0.287
F: 19.23 -2.15 16.46  -0.168
F: 21.26 -0.76 16.20  -0.172
F: 21.25 -2.87 15.47  -0.152
F: 21.08 -1.24 13.84  -0.198
F: 19.15 -2.31 14.28  -0.151
F: 19.43 -0.19 15.13  -0.178
P: 23.77 6.74 15.24  0.175
F: 25.33 6.43 14.86  -0.173
F: 23.77 8.00 14.21  -0.168
F: 23.29 5.78 14.06  -0.168
F: 22.24 7.05 15.46  -0.138
F: 23.73 5.44 16.27  -0.190
F: 24.31 7.65 16.51  -0.182
P: 24.93 1.43 16.54  0.230
F: 23.70 0.91 15.68  -0.144
F: 23.88 2.11 17.59  -0.176
F: 24.99 0.14 17.56  -0.175
F: 26.22 2.00 17.44  -0.206
F: 25.95 0.77 15.51  -0.152
F: 24.95 2.86 15.65  -0.204
P: 21.86 1.37 8.18  0.178
F: 22.39 1.44 9.74  -0.197
F: 23.39 1.81 7.77  -0.184
F: 22.37 -0.14 7.97  -0.159
F: 21.47 1.47 6.61  -0.158
F: 20.38 0.87 8.70  -0.190
F: 21.43 2.89 8.40  -0.154